(1)
The following is a quantum chemistry calculation of C9H16Cl2N2O2PRe as an isolated structure at a distorted geometry, from OMol25.

Last column: Löwdin charge in e.
CARTESIAN COORDINATES (ANGSTROEM)
1 C 1.1152 -4.1788 -1.3197  -0.046
2 C 1.1312 -3.2061 -0.1722  -0.870
3 H 0.0979 -4.4556 -1.6076  0.102
4 H 1.5998 -5.1292 -1.1180  0.106
5 H 1.5664 -3.6314 -2.1752  0.110
6 O 0.1468 -2.6218 0.3121  -0.073
7 Cl 2.6678 -2.6615 0.2473  0.810
8 Re -0.2399 1.4797 0.6136  0.939
9 P -0.1191 1.4635 -1.5955  0.641
10 C -1.6302 1.9646 -2.5662  -0.204
11 C 1.2003 2.6997 -1.9516  -0.235
12 H 1.3340 -0.4517 -2.0013  0.048
13 H 0.4804 -0.0126 -3.5331  0.097
14 H -0.3846 -0.8877 -2.1986  0.064
15 C 0.3739 -0.1089 -2.4323  -0.203
16 H 2.1001 2.3720 -1.3985  0.060
17 H 1.4502 2.8021 -3.0220  0.091
18 H -1.4679 2.1247 -3.6491  0.089
19 H -2.0554 2.8917 -2.1397  0.066
20 H 0.8802 3.6701 -1.5367  0.034
21 H -2.4009 1.1754 -2.4484  0.069
22 C -2.1513 1.5652 0.5021  -0.244
23 O -3.3158 1.7464 0.4035  0.210
24 Cl 0.2097 3.6076 1.2082  0.290
25 N -0.6107 -0.0270 4.6363  0.198
26 C 0.1745 -1.0833 4.1239  0.175
27 C 0.3088 -0.8142 2.7927  0.079
28 N -0.3363 0.4124 2.4746  -0.086
29 C -0.9307 0.8225 3.5948  0.008
30 H -0.8957 0.1094 5.6124  0.215
31 H 0.5813 -1.9188 4.6907  0.189
32 H 0.7301 -1.3905 1.9738  0.085
33 H -1.6102 1.6721 3.6797  0.184

Forces on atoms 1 to 6 (eV/Å):
-0.854 0.233 -0.235
-2.979 0.813 -0.526
-0.052 0.347 0.242
0.626 0.197 0.078
0.082 -0.599 0.465
1.694 -1.023 -0.588

Values from the calculation:
Energy relative to the best compared isomer or geometry (same formula, charge and spin)   0.0 kJ/mol
HOMO-LUMO gap (spin up / spin down)   6.65 / 4.01 eV
Total charge   +3
M   472.33 Da
LUMO (spin up / spin down)   -0.47989 / -0.57194 Eh
Multiplicity   4
HOMO (spin up / spin down)   -0.724 / -0.719 Ha

---

(2)
The following is a quantum chemistry calculation of C9H16ClDyIN2O2P as an isolated structure at a distorted geometry, from OMol25.

Last column: Löwdin charge in e.
CARTESIAN COORDINATES (ANGSTROEM)
1 C -0.0613 -1.5518 -0.2534  -0.017
2 C 1.3786 -1.1073 -0.2505  -0.546
3 H -0.0916 -2.5395 -0.7436  0.131
4 H -0.7140 -0.8688 -0.8359  0.020
5 H -0.5137 -1.5922 0.7580  0.059
6 O 2.1900 -1.3828 -1.1369  0.091
7 I 2.2067 1.5591 0.5133  1.069
8 Dy -2.4893 0.9859 2.1440  1.119
9 P 0.1361 0.8951 -2.1217  0.913
10 C 1.6420 1.5010 -2.9808  -0.255
11 C -0.4820 -0.1924 -3.4666  -0.201
12 H -1.9747 2.0300 -1.8277  0.040
13 H -1.0797 2.6604 -3.2650  0.085
14 H -0.5787 3.1330 -1.5957  0.054
15 C -0.9910 2.3308 -2.2197  -0.213
16 H -1.5118 -0.5115 -3.2544  0.069
17 H -0.4456 0.3690 -4.4119  0.079
18 H 1.3742 1.6738 -4.0330  0.075
19 H 2.4026 0.7133 -2.9082  0.058
20 H 0.1686 -1.0761 -3.5353  0.073
21 H 1.9990 2.4222 -2.5048  0.034
22 C 1.8729 -0.4881 1.0448  -0.706
23 O 2.0234 -1.0660 2.0945  0.086
24 Cl -3.6316 -0.0047 0.2519  -0.207
25 N 0.2152 -0.3527 4.4404  0.118
26 C -0.0790 -1.7069 4.3428  -0.007
27 C -0.9325 -1.8461 3.2993  -0.061
28 N -1.2145 -0.5713 2.7949  -0.232
29 C -0.4232 0.3009 3.4772  -0.310
30 H 0.9056 0.0549 5.0741  0.196
31 H 0.3640 -2.4385 4.9948  0.145
32 H -1.3869 -2.7085 2.8508  0.136
33 H -0.2778 1.3760 3.2642  0.105

Forces on atoms 1 to 6 (eV/Å):
-0.632 -0.212 0.072
1.384 -2.196 -1.277
-0.082 0.378 0.184
0.246 -0.485 0.336
0.502 -0.053 -0.683
-1.792 1.108 1.698

Values from the calculation:
HOMO-LUMO gap (spin up / spin down)   8.81 / 4.88 eV
Total charge   +2
M   540.07 Da
LUMO (spin up / spin down)   -0.26739 / -0.35531 Eh
Multiplicity   6
HOMO (spin up / spin down)   -0.591 / -0.535 Ha

---

(3)
The following is a quantum chemistry calculation of C9H16ClIN2O2PTl as an isolated structure at a distorted geometry, from OMol25.

Last column: Löwdin charge in e.
CARTESIAN COORDINATES (ANGSTROEM)
1 C -2.3415 -0.4468 -6.6207  -0.034
2 C -1.7289 0.1359 -5.4059  -0.470
3 H -1.6755 -0.1861 -7.4329  0.122
4 H -3.3525 -0.0970 -6.8296  0.121
5 H -2.3720 -1.5355 -6.5673  0.090
6 O -1.3308 1.1932 -5.0933  0.183
7 I -4.3130 -0.1151 -3.4111  0.270
8 Tl -1.9541 -1.4545 -3.5658  0.509
9 P -0.9607 1.8080 0.5090  0.913
10 C 0.1800 3.1133 0.9994  -0.159
11 C -1.8384 2.2084 -0.9954  -0.189
12 H -2.6641 0.4969 1.5450  0.024
13 H -2.9233 2.2617 1.7737  0.092
14 H -1.7277 1.4034 2.8047  0.061
15 C -2.1707 1.4520 1.7958  -0.183
16 H -2.6122 1.4412 -1.1351  -0.032
17 H -2.3197 3.1909 -0.9489  0.092
18 H -0.3521 4.0752 1.0684  0.087
19 H 0.9881 3.2094 0.2603  0.085
20 H -1.1861 2.1503 -1.8689  0.074
21 H 0.6338 2.9007 1.9804  0.068
22 C 0.1213 0.3008 0.2510  -0.469
23 O 0.4920 0.0557 -0.8925  0.060
24 Cl -2.3774 -0.9840 -0.5945  -0.130
25 N 0.2620 -0.3991 2.6200  0.109
26 C 0.2434 -1.5445 3.3128  0.052
27 C 0.2552 -2.5708 2.3717  0.045
28 C 0.3466 -1.9804 1.1228  0.033
29 N 0.3567 -0.6292 1.2927  -0.021
30 H 0.3602 0.5423 2.9487  0.168
31 H 0.1591 -1.5591 4.3857  0.158
32 H 0.2144 -3.6201 2.5852  0.134
33 H 0.3567 -2.4345 0.1553  0.142

Forces on atoms 1 to 6 (eV/Å):
0.094 -1.461 -0.147
0.406 4.105 -0.482
0.258 0.279 -0.276
0.046 0.433 0.448
-0.025 0.110 0.057
-0.649 -3.125 -0.286

Values from the calculation:
Energy relative to the best compared isomer or geometry (same formula, charge and spin)   28.3 kJ/mol
HOMO-LUMO gap (spin up / spin down)   5.78 / 5.78 eV
Total charge   +2
M   581.95 Da
LUMO (spin up / spin down)   -0.30264 / -0.30282 Eh
Multiplicity   1
HOMO (spin up / spin down)   -0.515 / -0.515 Ha

---

(4)
The following is a quantum chemistry calculation of one molecule with the formula C9H16ClP at a distorted geometry, from OMol25.

Last column: Löwdin charge in e.
CARTESIAN COORDINATES (ANGSTROEM)
1 C 1.3779 1.1656 2.0597  -0.061
2 C 0.0252 0.4455 2.0617  -0.385
3 C -1.0523 1.3196 2.7035  -0.065
4 C -0.3378 0.1313 0.6698  -0.150
5 C -0.3741 -0.6069 -0.3980  -0.136
6 C -0.0687 -1.8341 -1.1558  -0.382
7 C -0.5947 -1.7245 -2.5850  -0.070
8 C 1.4480 -2.0550 -1.1441  -0.061
9 C -0.9194 0.7949 -0.5560  -0.467
10 P 0.0555 2.0689 -1.4547  0.461
11 Cl -0.9764 2.1246 -3.1756  0.132
12 H 1.3218 2.0633 1.4460  0.070
13 H 2.1523 0.5206 1.6514  0.078
14 H 1.6551 1.4504 3.0720  0.078
15 H 0.1182 -0.4930 2.6214  0.142
16 H -1.1611 2.2467 2.1444  0.080
17 H -0.7826 1.5622 3.7284  0.077
18 H -2.0105 0.8046 2.7094  0.082
19 H -0.5519 -2.6824 -0.6529  0.143
20 H -0.1330 -0.8768 -3.0877  0.062
21 H -1.6726 -1.5795 -2.5876  0.083
22 H -0.3645 -2.6278 -3.1450  0.077
23 H 1.9495 -1.2087 -1.6092  0.083
24 H 1.7011 -2.9572 -1.6958  0.076
25 H 1.8101 -2.1544 -0.1236  0.077
26 H -2.0002 0.9410 -0.6301  0.082
27 H -0.6148 3.1613 -0.8666  -0.104

Forces on atoms 1 to 6 (eV/Å):
-0.096 -0.197 0.050
0.068 0.124 0.257
0.089 -0.240 -0.014
-0.044 -0.655 -0.898
-0.119 0.772 0.965
0.127 -0.246 -0.227

Values from the calculation:
Energy relative to the best compared isomer or geometry (same formula, charge and spin)   0.0 kJ/mol
HOMO-LUMO gap   9.50 eV
M   190.65 Da
LUMO   0.03442 Eh
Multiplicity   1
HOMO   -0.315 Ha
SMILES   CC(C)C1=C(C(C)C)C1PCl

---

(5)
The following is a quantum chemistry calculation of an isolated ion of composition C9H16N and charge +1 at a distorted geometry, from OMol25.

Last column: Löwdin charge in e.
CARTESIAN COORDINATES (ANGSTROEM)
1 C 3.0033 0.8833 -0.1520  -0.046
2 C 1.4618 0.8800 -0.4200  -0.159
3 C 0.8578 -0.5148 -0.2695  -0.211
4 C 0.3069 -1.1136 0.9431  0.046
5 N -0.5789 -0.7338 -0.2094  -0.137
6 C -1.1308 -1.8899 -0.9259  0.061
7 C -1.3853 0.4932 0.0428  -0.365
8 C -1.7323 0.8354 1.5725  0.022
9 C -2.5414 0.6987 -0.8693  0.030
10 C -1.5255 1.4830 -1.0835  0.090
11 H 3.5931 0.1702 -0.7572  0.095
12 H 3.2196 0.7206 0.8724  0.065
13 H 3.2957 1.8995 -0.3338  0.073
14 H 1.1711 1.1056 -1.5033  0.144
15 H 0.9252 1.5061 0.2277  0.087
16 H 1.4569 -1.0673 -0.8746  0.124
17 H 0.2862 -2.1912 1.0364  0.139
18 H 0.2845 -0.6289 1.8476  0.103
19 H -1.4840 -2.5797 -0.1941  0.104
20 H -1.8090 -1.4370 -1.6689  0.112
21 H -0.3043 -2.3990 -1.4619  0.128
22 H -2.6724 1.4589 1.6176  0.115
23 H -0.9605 1.4218 2.0042  0.060
24 H -1.8320 -0.1515 2.0406  0.085
25 H -3.5896 0.5875 -1.2078  0.143
26 H -0.9227 2.0967 -1.6497  0.091

Forces on atoms 1 to 6 (eV/Å):
-1.331 0.044 -1.074
-0.062 -1.643 -1.503
1.236 2.015 1.403
0.307 -1.790 -1.853
0.513 0.347 1.518
0.784 0.656 -1.378

Values from the calculation:
Energy relative to the best compared isomer or geometry (same formula, charge and spin)   452.7 kJ/mol
HOMO-LUMO gap   11.68 eV
Total charge   +1
M   138.23 Da
LUMO   -0.09002 Eh
Multiplicity   1
HOMO   -0.519 Ha
SMILES   CC[C@H]1C[N@@+]1(C)C1(C)C=C1

---

(6)
The following is a quantum chemistry calculation of a 2-piece molecular cluster, C9H16N overall at a distorted geometry, from OMol25.

Last column: Löwdin charge in e.
CARTESIAN COORDINATES (ANGSTROEM)
1 C 2.7043 1.5808 -0.3067  -0.054
2 C 0.8351 -0.0873 2.4964  -0.096
3 C 0.9787 -1.4695 2.1973  -0.082
4 C 1.2252 0.8972 1.5648  -0.096
5 C 1.8553 0.5718 0.3621  -0.275
6 C 1.3019 -1.8020 0.8436  -0.098
7 C 1.7023 -0.7984 0.0154  -0.085
8 H 0.3582 0.3083 3.5220  0.151
9 H 0.4807 -2.2906 2.8275  0.128
10 H 1.0544 1.9299 1.8295  0.108
11 H 1.5085 -2.8591 0.6676  0.114
12 H 2.2570 2.1426 -1.1162  0.068
13 H 3.6121 1.1394 -0.7500  0.091
14 H 2.2702 -1.0714 -0.7474  0.066
15 H 3.0840 2.4877 0.3380  0.130
16 C -1.7805 0.1557 -1.8123  -0.070
17 C -3.1732 -0.2194 -2.0958  -0.108
18 N -1.7292 0.1057 -0.0953  0.197
19 H -0.9926 -0.5685 -1.9868  0.108
20 H -1.3322 1.0816 -2.2246  0.134
21 H -3.7018 0.3889 -2.8481  0.105
22 H -3.8663 -0.1669 -1.2527  0.083
23 H -2.3050 0.7552 0.4291  0.148
24 H -2.1597 -0.8796 0.2064  0.214
25 H -0.8276 -0.0643 0.2082  0.030
26 H -3.3597 -1.2679 -2.2721  0.090

Forces on atoms 1 to 6 (eV/Å):
1.652 2.117 -0.236
-1.168 0.183 1.505
-2.424 -0.076 -0.599
-0.234 -0.371 0.760
-1.448 -1.051 1.653
0.046 -0.211 3.215

Values from the calculation:
Energy relative to the best compared isomer or geometry (same formula, charge and spin)   234.5 kJ/mol
HOMO-LUMO gap   8.98 eV
Total charge   +1
M   138.23 Da
LUMO   -0.12233 Eh
Multiplicity   1
HOMO   -0.452 Ha

---

| no. | E (eV) |
| --- | --- |
| 1 | -53098.955 |
| 2 | -70646.380 |
| 3 | -51255.990 |
| 4 | -31402.423 |
| 5 | -11071.691 |
| 6 | -11073.953 |